Entry 1:
# C4H7N3

One molecule with the formula C4H7N3 at a distorted geometry (ωB97M-V/def2-TZVPD, OMol25).

Results
* HOMO level: -8.686 eV
* gap between HOMO and LUMO: 9.47 eV
* energy relative to the best compared isomer or geometry (same formula, charge and spin): 51.5 kcal/mol
* SMILES string: Cc1cncn1N

Structure (ORCA input):
```
! RIJCOSX wB97M-V def2-TZVPD def2/J DEFGRID3
* xyz 0 1
C 1.39 1.58 -0.04
C 0.15 0.76 0.01
C -1.19 1.13 0.10
C -1.08 -1.08 -0.02
H 2.15 1.20 -0.77
H 1.14 2.67 -0.45
H 2.03 1.72 0.95
H -1.62 2.07 0.22
H -1.13 -2.14 -0.40
H 1.78 -2.11 -0.61
H 1.12 -2.06 0.96
N -1.87 -0.12 0.00
N 0.26 -0.62 -0.16
N 1.46 -1.50 0.13
*
```



Entry 2:
# C4H7N3

One molecule with the formula C4H7N3 at a distorted geometry (ωB97M-V/def2-TZVPD, OMol25).

Results
* HOMO level: -8.925 eV
* gap between HOMO and LUMO: 9.84 eV
* energy relative to the best compared isomer or geometry (same formula, charge and spin): 59.0 kcal/mol
* SMILES string: [H]/N=C(\C)[C@@]1(N)C=N1

Structure (ORCA input):
```
! RIJCOSX wB97M-V def2-TZVPD def2/J DEFGRID3
* xyz 0 1
C -0.49 1.55 0.57
N -0.58 0.54 -1.69
C 0.45 -0.75 -0.03
C -0.27 0.47 -0.45
N 0.62 -1.14 1.31
C 0.50 -1.78 -1.19
N 1.58 -1.22 -0.93
H -0.88 1.46 -1.99
H -0.08 -1.74 1.74
H 0.77 -0.44 2.03
H 0.02 -2.47 -1.84
H -1.22 2.29 0.21
H -0.87 1.16 1.51
H 0.45 2.06 0.77
*
```



Entry 3:
# C4H7N3

One molecule with the formula C4H7N3 at a distorted geometry (ωB97M-V/def2-TZVPD, OMol25).

Results
* HOMO level: -7.477 eV
* gap between HOMO and LUMO: 8.50 eV
* energy relative to the best compared isomer or geometry (same formula, charge and spin): 30.0 kcal/mol
* SMILES string: [H]/N=C1/CC(N)=CN1

Structure (ORCA input):
```
! RIJCOSX wB97M-V def2-TZVPD def2/J DEFGRID3
* xyz 0 1
N 0.15 -0.43 -2.49
C 0.26 -0.53 -1.22
C 0.32 0.80 -0.53
C -0.11 0.46 0.88
N -0.17 1.40 1.90
C -0.17 -0.88 0.99
N 0.16 -1.54 -0.26
H -0.16 1.22 -1.44
H 0.19 -1.22 -3.09
H 1.32 1.23 -0.50
H -0.55 1.08 2.77
H -0.55 2.29 1.62
H -0.35 -1.48 1.87
H -0.34 -2.38 -0.51
*
```



Entry 4:
# C4H7N3

One molecule with the formula C4H7N3 (ωB97M-V/def2-TZVPD, OMol25).

Results
* HOMO level: -7.769 eV
* gap between HOMO and LUMO: 8.90 eV
* energy relative to the best compared isomer or geometry (same formula, charge and spin): 12.1 kcal/mol
* SMILES string: CNc1cc[nH]n1

Structure (ORCA input):
```
! RIJCOSX wB97M-V def2-TZVPD def2/J DEFGRID3
* xyz 0 1
C -0.51 -2.18 -0.48
N 0.01 -0.95 -1.03
C 0.24 0.18 -0.28
N 1.03 1.13 -0.77
N 0.88 2.16 0.09
C 0.04 1.89 1.10
C -0.38 0.59 0.93
H -1.31 -1.95 0.23
H -0.95 -2.77 -1.29
H 0.25 -2.80 0.03
H 0.63 -1.03 -1.82
H 1.38 3.02 -0.08
H -0.29 2.67 1.77
H -1.02 0.03 1.60
*
```



Entry 5:
# C4H7N3

One molecule with the formula C4H7N3 at a distorted geometry (ωB97M-V/def2-TZVPD, OMol25).

Results
* HOMO level: -9.124 eV
* gap between HOMO and LUMO: 10.00 eV
* energy relative to the best compared isomer or geometry (same formula, charge and spin): 74.8 kcal/mol
* SMILES string: C=NN(C)CC#N

Structure (ORCA input):
```
! RIJCOSX wB97M-V def2-TZVPD def2/J DEFGRID3
* xyz 0 1
C 1.74 -0.72 -0.08
C -0.76 -1.02 0.15
C -2.05 -0.52 0.01
C -0.18 2.14 -0.13
H 1.63 -1.35 0.87
H 2.50 0.18 -0.06
H 1.80 -1.52 -0.93
H -0.52 -1.97 -0.44
H -0.64 -1.43 1.24
H -0.27 3.07 0.35
H -0.71 2.06 -1.11
N 0.33 -0.09 -0.32
N -3.09 0.02 -0.07
N 0.23 1.14 0.51
*
```



Entry 6:
# C4H7N3

One molecule with the formula C4H7N3 (ωB97M-V/def2-TZVPD, OMol25).

Results
* HOMO level: -9.307 eV
* gap between HOMO and LUMO: 10.14 eV
* energy relative to the best compared isomer or geometry (same formula, charge and spin): 51.5 kcal/mol
* SMILES string: [H]/N=C/[C@@H]1N=C1NC

Structure (ORCA input):
```
! RIJCOSX wB97M-V def2-TZVPD def2/J DEFGRID3
* xyz 0 1
C -1.08 2.00 0.24
N -1.34 0.79 -0.53
C -0.77 -0.36 -0.10
N -0.92 -1.60 0.00
N 1.70 -1.89 -1.20
C 1.65 -1.33 -0.06
C 0.35 -0.98 0.58
H 0.00 2.18 0.28
H -1.56 2.84 -0.25
H -1.46 1.93 1.27
H -2.29 0.66 -0.84
H 2.66 -2.11 -1.44
H 2.54 -1.13 0.56
H 0.40 -0.90 1.67
*
```



Entry 7:
# C4H7N3

One molecule with the formula C4H7N3 at a distorted geometry (ωB97M-V/def2-TZVPD, OMol25).

Results
* HOMO level: -9.717 eV
* gap between HOMO and LUMO: 10.29 eV
* energy relative to the best compared isomer or geometry (same formula, charge and spin): 13.1 kcal/mol
* SMILES string: CC/N=C(/N)C#N

Structure (ORCA input):
```
! RIJCOSX wB97M-V def2-TZVPD def2/J DEFGRID3
* xyz 0 1
C -0.53 -1.39 -1.33
C 0.05 0.02 -1.37
N 0.75 0.37 -0.15
C 0.18 0.83 0.88
N 0.96 1.36 1.88
C -1.27 0.89 1.10
N -2.41 0.87 1.29
H -1.36 -1.45 -0.62
H 0.24 -2.11 -1.03
H -0.90 -1.67 -2.32
H -0.74 0.75 -1.59
H 0.79 0.10 -2.17
H 1.92 1.12 1.67
H 0.68 1.29 2.84
*
```



Entry 8:
# C4H7N3

One molecule with the formula C4H7N3 (ωB97M-V/def2-TZVPD, OMol25).

Results
* HOMO level: -8.693 eV
* gap between HOMO and LUMO: 9.26 eV
* energy relative to the best compared isomer or geometry (same formula, charge and spin): 85.3 kcal/mol
* SMILES string: [H]/N=N\C#CNCC

Structure (ORCA input):
```
! RIJCOSX wB97M-V def2-TZVPD def2/J DEFGRID3
* xyz 0 1
C 2.13 -0.99 0.60
C 1.18 0.05 0.00
N 0.07 0.32 0.90
C -1.16 0.51 0.43
N -3.61 0.69 -1.85
C -2.27 0.61 -0.06
N -3.44 0.92 -0.63
H 1.61 -1.94 0.76
H 2.52 -0.64 1.56
H 2.98 -1.16 -0.07
H 0.75 -0.33 -0.93
H 1.72 0.97 -0.24
H 0.29 0.73 1.80
H -2.76 0.25 -2.26
*
```



Entry 9:
# C4H7N3

One molecule with the formula C4H7N3 (ωB97M-V/def2-TZVPD, OMol25).

Results
* HOMO level: -7.821 eV
* gap between HOMO and LUMO: 8.97 eV
* energy relative to the best compared isomer or geometry (same formula, charge and spin): 17.1 kcal/mol
* SMILES string: CNc1cc[nH]n1

Structure (ORCA input):
```
! RIJCOSX wB97M-V def2-TZVPD def2/J DEFGRID3
* xyz 0 1
C -0.79 0.13 -2.17
N 0.36 -0.12 -1.32
C 0.30 -0.18 0.06
N 1.15 -0.98 0.68
N 1.09 -0.61 1.98
C 0.14 0.30 2.21
C -0.43 0.61 0.97
H -1.60 0.53 -1.56
H -0.54 0.88 -2.92
H -1.15 -0.78 -2.67
H 1.19 -0.51 -1.74
H 1.54 -1.29 2.57
H -0.03 0.71 3.22
H -1.24 1.31 0.70
*
```



Number 1: lowest unoccupied orbital energy 0.0288 hartree. Number 2: lowest unoccupied orbital energy 0.0337 hartree. Number 3: lowest unoccupied orbital energy 0.0376 hartree. Number 4: lowest unoccupied orbital energy 0.0415 hartree. Number 5: lowest unoccupied orbital energy 0.0321 hartree. Number 6: lowest unoccupied orbital energy 0.0307 hartree. Number 7: lowest unoccupied orbital energy 0.0210 hartree. Number 8: lowest unoccupied orbital energy 0.0209 hartree. Number 9: lowest unoccupied orbital energy 0.0422 hartree.